A cluster of 2 separate species, C10H16 in total in a non-equilibrium geometry, computed with ωB97M-V/def2-TZVPD.

Output
- SMILES = Cc1ccccc1.CCC
- E_LUMO (eV) = 1.00
- ΔE to the lowest compared entry with this formula, charge and spin (kJ/mol) = 166.76
- multiplicity = 1
- electronic energy (Eh) = -390.572359
- HOMO (hartree) = -0.3286

Atoms and positions in Å:
C (-0.747, 2.809, 3.199)
C (-0.959, 1.827, 2.136)
C (-1.606, 2.355, 1.042)
C (-2.169, 1.497, 0.093)
C (-2.117, 0.127, 0.232)
C (-1.585, -0.384, 1.451)
C (-0.879, 0.439, 2.388)
H (-1.663, 3.524, 3.259)
H (0.200, 3.376, 3.048)
H (-0.728, 2.532, 4.266)
H (-1.784, 3.440, 1.019)
H (-2.671, 2.038, -0.722)
H (-2.548, -0.598, -0.512)
H (-1.535, -1.394, 1.684)
H (-0.349, 0.059, 3.269)
C (2.919, -1.380, -2.823)
C (1.430, -1.645, -2.666)
C (1.198, -2.663, -1.580)
H (3.481, -2.330, -2.987)
H (3.260, -1.136, -1.847)
H (3.210, -0.643, -3.667)
H (1.055, -0.725, -2.608)
H (1.053, -2.074, -3.600)
H (1.570, -2.402, -0.643)
H (0.233, -3.095, -1.580)
H (1.733, -3.556, -1.852)

***

A cluster of 2 separate species, C10H16 in total in a non-equilibrium geometry, computed with ωB97M-V/def2-TZVPD.

Output
- SMILES = Cc1ccccc1.CCC
- E_LUMO (eV) = 1.01
- ΔE to the lowest compared entry with this formula, charge and spin (kJ/mol) = 183.64
- multiplicity = 1
- electronic energy (Eh) = -390.565929
- HOMO (hartree) = -0.3278

Atoms and positions in Å:
C (-0.371, 1.170, 2.525)
C (-1.173, 0.881, 1.285)
C (-1.655, 1.730, 0.169)
C (-2.434, 1.091, -0.810)
C (-2.512, -0.245, -0.833)
C (-2.062, -1.099, 0.094)
C (-1.469, -0.529, 1.242)
H (-0.040, 2.225, 2.617)
H (0.674, 0.711, 2.449)
H (-0.794, 0.833, 3.468)
H (-1.413, 2.690, 0.082)
H (-2.959, 1.709, -1.535)
H (-2.961, -0.739, -1.654)
H (-2.236, -2.111, -0.038)
H (-1.032, -1.210, 1.975)
C (2.490, 0.598, -1.028)
C (2.230, -0.765, -1.614)
C (1.459, -1.698, -0.568)
H (3.167, 0.439, -0.215)
H (1.666, 1.018, -0.517)
H (2.854, 1.281, -1.854)
H (1.515, -0.817, -2.469)
H (3.197, -1.263, -1.894)
H (2.055, -2.082, 0.244)
H (0.625, -1.115, -0.274)
H (1.181, -2.702, -0.848)

***

A cluster of 2 separate species, C10H16 in total in a non-equilibrium geometry, computed with ωB97M-V/def2-TZVPD.

Output
- SMILES = Cc1ccccc1.CCC
- E_LUMO (eV) = 1.00
- ΔE to the lowest compared entry with this formula, charge and spin (kJ/mol) = 80.90
- multiplicity = 1
- electronic energy (Eh) = -390.605064
- HOMO (hartree) = -0.3329

Atoms and positions in Å:
C (1.333, -1.894, -1.778)
C (0.375, -0.731, -1.712)
C (-1.027, -0.944, -1.729)
C (-1.912, 0.120, -1.715)
C (-1.493, 1.455, -1.666)
C (-0.131, 1.643, -1.488)
C (0.771, 0.579, -1.547)
H (0.823, -2.695, -2.305)
H (1.456, -2.182, -0.728)
H (2.309, -1.662, -2.190)
H (-1.357, -1.926, -2.054)
H (-2.950, -0.165, -1.810)
H (-2.190, 2.271, -1.552)
H (0.299, 2.603, -1.241)
H (1.843, 0.722, -1.438)
C (-0.791, -0.585, 2.073)
C (0.517, 0.114, 1.852)
C (0.818, 1.289, 2.809)
H (-1.067, -0.577, 3.129)
H (-0.750, -1.627, 1.734)
H (-1.604, -0.245, 1.428)
H (1.332, -0.622, 1.798)
H (0.645, 0.596, 0.876)
H (-0.092, 1.873, 2.881)
H (1.063, 0.842, 3.783)
H (1.780, 1.750, 2.592)